Entry 1:
C20H20N2O2 in the gas phase, computed with wB97M-V/def2-TZVPD.

Output
Charge: 0
Energy relative to the best compared isomer or geometry (same formula, charge and spin), kcal/mol: 3.3
LUMO, eV: 0.667
Gap between HOMO and LUMO, eV: 9.87

Positions of all 44 atoms, in Å:
O (0.341, 2.901, -1.628)
C (0.564, 2.351, -0.561)
N (1.739, 1.780, -0.254)
C (2.029, 1.066, 0.963)
C (2.713, -0.254, 0.696)
C (2.848, -1.160, 1.742)
C (3.484, -2.371, 1.551)
C (3.995, -2.689, 0.303)
C (3.867, -1.792, -0.739)
C (3.229, -0.570, -0.557)
C (3.086, 0.388, -1.708)
C (2.833, 1.805, -1.201)
H (2.555, 2.474, -2.017)
H (3.725, 2.193, -0.698)
H (3.983, 0.366, -2.329)
H (2.244, 0.074, -2.332)
H (4.267, -2.034, -1.713)
H (4.494, -3.634, 0.145)
H (3.580, -3.066, 2.372)
H (2.448, -0.905, 2.713)
H (1.108, 0.897, 1.522)
H (2.684, 1.684, 1.596)
C (-0.487, 2.364, 0.549)
O (-0.272, 2.944, 1.602)
N (-1.658, 1.778, 0.254)
C (-1.936, 1.039, -0.953)
C (-2.702, -0.232, -0.684)
C (-2.878, -1.136, -1.726)
C (-3.589, -2.305, -1.538)
C (-4.136, -2.583, -0.296)
C (-3.967, -1.689, 0.743)
C (-3.254, -0.509, 0.563)
C (-3.070, 0.450, 1.706)
C (-2.767, 1.849, 1.181)
H (-2.482, 2.525, 1.989)
H (-3.639, 2.253, 0.657)
H (-3.964, 0.468, 2.332)
H (-2.236, 0.111, 2.329)
H (-4.395, -1.900, 1.713)
H (-4.694, -3.494, -0.140)
H (-3.717, -2.997, -2.356)
H (-2.451, -0.911, -2.693)
H (-0.999, 0.799, -1.461)
H (-2.522, 1.670, -1.638)

Atomic partial charges in e from the Löwdin method, atoms 1 to 6:
1 O 0.076
2 C -0.381
3 N -0.031
4 C -0.083
5 C -0.146
6 C -0.039



Entry 2:
C4H5NO in the gas phase at a distorted geometry, computed with wB97M-V/def2-TZVPD.

Output
Charge: 0
Energy relative to the best compared isomer or geometry (same formula, charge and spin), kcal/mol: 115.1
LUMO (spin up / spin down), eV: -1.561 / -0.821
Gap between HOMO and LUMO (spin up / spin down), eV: 7.54 / 8.74

Positions of all 11 atoms, in Å:
O (-0.870, 1.675, -0.265)
C (-0.846, 0.485, -0.019)
C (-1.609, -0.603, -0.430)
N (0.837, -0.866, -0.292)
C (1.586, 0.376, -0.073)
C (0.474, -0.088, 0.766)
H (-1.370, -1.601, -0.089)
H (-2.594, -0.426, -0.860)
H (1.374, 1.236, -0.714)
H (2.633, 0.209, 0.173)
H (0.385, -0.397, 1.803)

Atomic partial charges in e from the Löwdin method, atoms 1 to 6:
1 O 0.071
2 C -0.474
3 C 0.159
4 N 0.133
5 C -0.116
6 C -0.284



Entry 3:
C17H11F3N6O3 in the gas phase at a distorted geometry, computed with wB97M-V/def2-TZVPD.

Output
Charge: 0
Energy relative to the best compared isomer or geometry (same formula, charge and spin), kcal/mol: 0.0
LUMO, eV: 0.080
Gap between HOMO and LUMO, eV: 8.93

Positions of all 40 atoms, in Å:
O (-2.713, -1.412, 2.115)
O (-3.045, -0.736, -2.186)
O (2.756, -0.510, 1.428)
F (1.693, -2.440, 3.634)
F (-0.506, -2.433, 3.994)
F (0.342, -3.458, 2.227)
N (0.736, 1.868, 1.625)
N (-0.375, 2.185, 3.643)
C (-2.112, -1.217, 1.078)
C (-2.244, -0.876, -1.274)
C (1.617, -0.866, 1.179)
C (-0.090, -1.066, -0.289)
C (-0.662, -1.146, 0.986)
C (0.130, 1.409, 2.687)
C (0.838, 3.194, 1.510)
C (-0.216, 3.480, 3.614)
C (0.387, 4.057, 2.507)
C (1.088, -0.168, -5.130)
C (0.026, 0.609, -4.669)
C (1.531, -1.260, -4.353)
C (-0.609, 0.287, -3.481)
C (0.936, -1.562, -3.141)
C (-0.181, -0.779, -2.678)
N (-2.827, -1.038, -0.043)
N (1.300, -1.013, -0.138)
N (-0.848, -1.002, -1.443)
N (-0.009, 0.087, 2.963)
C (0.490, -2.340, 3.025)
C (0.364, -1.046, 2.095)
H (1.311, 3.602, 0.624)
H (-0.554, 4.094, 4.456)
H (0.642, 5.104, 2.420)
H (1.588, 0.069, -6.038)
H (-0.318, 1.410, -5.351)
H (2.376, -1.833, -4.805)
H (-1.474, 0.872, -3.179)
H (1.274, -2.421, -2.549)
H (-3.834, -1.107, 0.053)
H (1.887, -0.534, -0.834)
H (-0.691, -0.065, 3.717)

Atomic partial charges in e from the Löwdin method, atoms 1 to 6:
1 O 0.085
2 O 0.088
3 O 0.121
4 F 0.153
5 F 0.114
6 F 0.118



Entry 4:
A 2-piece molecular cluster, C7H19BN2 overall at a distorted geometry, computed with wB97M-V/def2-TZVPD.

Output
Charge: 0
Energy relative to the best compared isomer or geometry (same formula, charge and spin), kcal/mol: 77.0
LUMO, eV: 0.668
Gap between HOMO and LUMO, eV: 7.85

Positions of all 29 atoms, in Å:
B (0.195, -0.146, 0.190)
C (1.208, 2.362, 0.936)
C (0.649, 1.688, -1.420)
C (-2.414, -0.631, -1.395)
C (-2.775, -0.342, 0.946)
C (0.755, -2.583, 0.525)
C (2.519, -1.002, 0.536)
C (0.283, 1.400, 0.077)
N (-2.037, -1.029, -0.105)
N (1.082, -1.164, 0.398)
H (0.635, 2.851, 1.728)
H (1.382, 3.379, 0.430)
H (2.145, 1.973, 1.122)
H (0.156, 0.912, -2.039)
H (0.320, 2.611, -1.744)
H (1.680, 1.672, -1.455)
H (-1.782, -1.098, -2.188)
H (-3.366, -1.092, -1.688)
H (-2.347, 0.400, -1.607)
H (-2.699, 0.811, 0.758)
H (-3.834, -0.621, 0.802)
H (-2.329, -0.513, 1.940)
H (1.327, -3.047, -0.316)
H (1.288, -3.041, 1.385)
H (-0.291, -2.631, 0.483)
H (2.948, -0.162, 1.157)
H (3.019, -1.985, 0.849)
H (2.993, -0.755, -0.407)
H (-0.708, 1.783, 0.102)

Atomic partial charges in e from the Löwdin method, atoms 1 to 6:
1 B -0.124
2 C -0.055
3 C -0.065
4 C -0.260
5 C -0.205
6 C -0.053



Entry 5:
An isolated ion of composition C5H11N2S and charge +1 at a distorted geometry, computed with wB97M-V/def2-TZVPD.

Output
Charge: +1
Energy relative to the best compared isomer or geometry (same formula, charge and spin), kcal/mol: 77.6
LUMO (spin up / spin down), eV: -5.545 / -5.545
Gap between HOMO and LUMO (spin up / spin down), eV: 7.65 / 7.64

Positions of all 19 atoms, in Å:
C (0.487, 0.250, 1.343)
C (1.736, 0.961, 1.004)
C (0.102, -0.348, 0.004)
C (-0.427, -1.715, 0.302)
C (-1.122, 0.468, -0.644)
N (1.372, -0.551, -0.799)
N (-0.757, 1.495, -1.460)
S (2.532, 0.585, -0.393)
H (0.715, -0.576, 2.011)
H (2.072, 1.591, 1.784)
H (-0.595, -2.387, -0.632)
H (-1.399, -1.560, 0.765)
H (0.134, -2.420, 0.905)
H (-1.661, 0.809, 0.266)
H (-1.713, -0.381, -1.011)
H (0.964, -0.836, -1.736)
H (-1.344, 2.212, -1.091)
H (-0.951, 1.459, -2.466)
H (-0.144, 0.944, 1.847)

Atomic partial charges in e from the Löwdin method, atoms 1 to 6:
1 C -0.146
2 C -0.273
3 C -0.554
4 C -0.068
5 C -0.258
6 N -0.255



Entry 6:
A 2-piece molecular cluster, C10H15NO2 overall at a distorted geometry, computed with wB97M-V/def2-TZVPD.

Output
Charge: 0
Energy relative to the best compared isomer or geometry (same formula, charge and spin), kcal/mol: 78.3
LUMO, eV: 0.607
Gap between HOMO and LUMO, eV: 9.07

Positions of all 28 atoms, in Å:
C (0.030, -0.686, 2.343)
C (-0.182, 0.777, 2.826)
C (-1.204, -1.500, 2.368)
O (-1.346, -2.412, 3.271)
N (-2.079, -1.112, 1.461)
H (0.727, -0.716, 1.458)
H (0.860, -1.039, 3.018)
H (-0.894, 1.384, 2.154)
H (-2.974, -1.379, 1.404)
H (-1.720, -0.770, 0.588)
H (0.748, 1.312, 3.063)
H (-0.777, 0.773, 3.923)
C (-1.761, -0.064, -2.662)
C (0.952, 1.882, -1.303)
C (-0.342, 1.541, -1.575)
C (1.901, 0.905, -1.456)
C (-0.631, 0.192, -1.822)
C (1.673, -0.419, -1.420)
C (0.311, -0.779, -1.421)
O (3.148, 1.503, -1.416)
H (1.183, 2.927, -1.362)
H (-0.874, 2.359, -1.886)
H (3.150, 2.417, -1.513)
H (2.523, -1.085, -1.303)
H (-1.501, -0.984, -3.133)
H (-2.019, 0.854, -3.336)
H (0.026, -1.749, -1.146)
H (-2.798, -0.345, -2.266)

Atomic partial charges in e from the Löwdin method, atoms 1 to 6:
1 C -0.212
2 C -0.120
3 C -0.525
4 O -0.013
5 N 0.206
6 H 0.110